Below is a 12-piece molecular cluster, C48H132N12O12 overall at a distorted geometry, with properties calculated with ωB97M-V with the def2-TZVPD basis set.

CARTESIAN COORDINATES (ANGSTROEM)
C1 -16.5519 27.3575 12.0794
C2 -15.9980 26.4185 11.0253
C3 -14.9748 25.5148 11.6417
O1 -14.3243 24.6620 10.7047
C4 -13.5110 23.7032 11.3070
N1 -17.1106 25.6789 10.4334
H1 -15.8087 28.0464 12.4819
H2 -16.9235 26.7876 12.9370
H3 -17.3959 27.9148 11.6754
H4 -15.4791 27.0354 10.2684
H5 -15.4015 24.9338 12.4695
H6 -14.1780 26.1502 12.0661
H7 -13.1308 23.0760 10.4938
H8 -14.0031 23.0261 12.0131
H9 -12.6304 24.1385 11.7996
H10 -17.7403 26.3217 9.9665
H11 -16.7781 25.0608 9.6941
C5 -12.2906 27.8066 4.6487
C6 -12.3241 28.9342 5.6708
C7 -11.0779 28.9528 6.5239
O2 -10.8591 27.6911 7.0772
C8 -9.5777 27.5623 7.6440
N2 -12.4654 30.2560 5.0481
H12 -11.9608 26.8676 5.0946
H13 -11.5890 27.9995 3.8281
H14 -13.2585 27.6677 4.1618
H15 -13.2010 28.8140 6.3129
H16 -11.1832 29.7338 7.2905
H17 -10.2481 29.2854 5.8773
H18 -9.4180 26.5073 7.8869
H19 -9.5237 28.1203 8.5841
H20 -8.7865 27.7902 6.9222
H21 -11.7346 30.3891 4.3544
H22 -13.3271 30.3071 4.5167
C9 -2.1832 26.8345 14.1263
C10 -2.3335 25.3597 14.4183
C11 -2.8797 24.6055 13.1952
O3 -3.7741 23.5592 13.4936
C12 -3.1676 22.2793 13.6257
N3 -1.0448 24.8188 14.9177
H23 -1.3784 27.0598 13.4238
H24 -1.9240 27.3770 15.0403
H25 -3.1320 27.2746 13.8139
H26 -3.0630 25.2314 15.2184
H27 -2.0394 24.2375 12.5821
H28 -3.3911 25.2981 12.5158
H29 -2.5045 22.2175 14.4907
H30 -2.6564 22.0342 12.6891
H31 -3.9864 21.5778 13.7774
H32 -1.1972 23.8414 15.1518
H33 -0.4088 24.7729 14.1235
C13 -5.6701 16.6030 10.1223
C14 -4.8399 17.1057 11.2761
C15 -4.8848 18.6075 11.4482
O4 -4.4014 19.3093 10.3339
C16 -2.9983 19.3892 10.2117
N4 -5.3082 16.4965 12.5227
H34 -5.3832 17.1003 9.1943
H35 -6.7287 16.7901 10.3121
H36 -5.4957 15.5349 9.9832
H37 -3.8030 16.7746 11.0994
H38 -4.3085 18.8420 12.3589
H39 -5.9229 18.9006 11.6238
H40 -2.7820 19.9382 9.2977
H41 -2.5265 18.4049 10.2182
H42 -2.5814 19.9869 11.0366
H43 -5.4340 15.5012 12.4220
H44 -4.7278 16.7345 13.3130
C17 -6.8760 23.4809 15.7300
C18 -6.3347 24.8828 15.8564
C19 -6.9480 25.7946 14.7984
O5 -8.3525 25.6795 14.7980
C20 -9.0086 26.5336 13.9166
N5 -6.5927 25.3911 17.2049
H45 -7.9402 23.4017 15.9571
H46 -6.3302 22.7401 16.3145
H47 -6.8196 23.1422 14.6897
H48 -5.2633 24.8728 15.6600
H49 -6.5635 25.5445 13.7924
H50 -6.6567 26.8419 14.9813
H51 -10.0620 26.2489 13.9275
H52 -8.6814 26.5171 12.8673
H53 -8.9575 27.5882 14.2276
H54 -6.3515 26.3668 17.3034
H55 -7.5603 25.2428 17.4549
C21 -14.0945 29.6668 14.0728
C22 -13.1315 30.3386 13.1321
C23 -13.1352 29.7371 11.7433
O6 -12.2839 28.6098 11.7507
C24 -12.1272 28.0160 10.4812
N6 -13.4832 31.7727 13.0295
H56 -14.1261 30.1609 15.0475
H57 -13.8812 28.6104 14.2330
H58 -15.1077 29.7802 13.6757
H59 -12.1049 30.2629 13.5142
H60 -12.7120 30.4822 11.0526
H61 -14.1535 29.4717 11.4348
H62 -11.1852 27.4591 10.4981
H63 -11.9998 28.7972 9.7230
H64 -12.9056 27.2855 10.2369
H65 -12.9025 32.2142 12.3259
H66 -13.2706 32.2299 13.9080
C25 -13.3034 19.6744 9.0913
C26 -12.1690 18.6645 8.9951
C27 -10.7741 19.2753 9.0974
O7 -9.8468 18.3136 8.7007
C28 -8.5472 18.8261 8.5264
N7 -12.3809 17.5563 9.9118
H67 -14.2279 19.1008 9.0114
H68 -13.3359 20.3756 8.2567
H69 -13.2841 20.2125 10.0427
H70 -12.1733 18.3130 7.9542
H71 -10.6061 19.6427 10.1276
H72 -10.7310 20.1819 8.4726
H73 -8.5702 19.7943 8.0173
H74 -8.0095 18.1202 7.8897
H75 -7.9764 18.9225 9.4561
H76 -11.6653 16.8546 9.7571
H77 -12.2463 17.8889 10.8628
C29 -14.3039 24.6936 16.1988
C30 -13.7125 23.7372 15.1972
C31 -12.2062 23.7757 15.1175
O8 -11.7538 22.7089 14.3278
C32 -10.3876 22.8224 14.0440
N8 -14.2126 22.3844 15.4868
H78 -15.3870 24.7602 16.1083
H79 -13.9177 25.7102 16.0661
H80 -14.0250 24.3869 17.2085
H81 -14.0562 24.0254 14.1893
H82 -11.6990 23.7850 16.0965
H83 -11.9398 24.7500 14.6708
H84 -10.0736 23.6426 13.3926
H85 -10.0319 21.8849 13.6148
H86 -9.8201 22.9257 14.9811
H87 -13.8843 21.7274 14.7891
H88 -15.2242 22.4005 15.4314
C33 -5.8352 20.1611 4.4718
C34 -6.0224 19.9840 5.9649
C35 -4.7230 19.6872 6.6781
O9 -4.2987 18.3866 6.3350
C36 -3.1465 18.0197 7.0547
N9 -6.5769 21.2288 6.5039
H89 -5.1433 20.9786 4.2719
H90 -6.7943 20.3390 3.9831
H91 -5.4299 19.2436 4.0375
H92 -6.7397 19.1731 6.1483
H93 -4.8932 19.7737 7.7629
H94 -3.9655 20.4331 6.3933
H95 -3.2586 18.2069 8.1267
H96 -2.2557 18.5244 6.6591
H97 -2.9830 16.9513 6.9061
H98 -7.4964 21.3957 6.1149
H99 -6.6629 21.2643 7.5172
C37 -5.7913 26.3014 8.1665
C38 -4.6920 25.5521 7.4355
C39 -4.8537 24.0479 7.6735
O10 -4.6831 23.6003 9.0209
C40 -3.4083 23.8816 9.5563
N10 -4.7954 25.8280 6.0116
H100 -5.8334 25.9435 9.2046
H101 -6.7618 26.0350 7.7463
H102 -5.5867 27.3674 8.2228
H103 -3.6920 25.8414 7.7567
H104 -4.1920 23.4625 7.0204
H105 -5.8666 23.7428 7.3983
H106 -3.2079 24.9499 9.6363
H107 -2.6205 23.3632 8.9939
H108 -3.3866 23.4495 10.5606
H109 -4.0212 25.4649 5.4757
H110 -5.6719 25.5730 5.5819
C41 -6.3979 22.5694 11.8378
C42 -7.2967 22.0261 10.7045
C43 -8.1165 23.1434 10.1154
O11 -9.0473 23.6085 11.0629
C44 -9.6806 24.7870 10.6207
N11 -6.4946 21.4289 9.6325
H111 -6.9883 23.2523 12.4537
H112 -5.6304 23.2173 11.3995
H113 -5.8994 21.7657 12.3735
H114 -7.9262 21.2736 11.1905
H115 -8.7003 22.7816 9.2511
H116 -7.4472 23.9353 9.7412
H117 -8.9031 25.5519 10.4907
H118 -10.4153 25.1061 11.3557
H119 -10.1709 24.5836 9.6582
H120 -5.7915 22.1275 9.3647
H121 -5.9003 20.6976 10.0191
C45 -15.1560 26.2701 7.0571
C46 -14.8282 24.7895 6.9852
C47 -13.3405 24.5689 7.1988
O12 -13.1134 23.1609 7.1793
C48 -11.7836 22.8106 7.4561
N12 -15.5957 24.1573 8.0974
H122 -14.5700 26.8203 6.3052
H123 -14.8779 26.6587 8.0360
H124 -16.1827 26.4956 6.7779
H125 -15.1898 24.3208 6.0697
H126 -13.1092 24.9077 8.2216
H127 -12.6998 25.0617 6.4613
H128 -11.6011 22.9346 8.5378
H129 -11.0159 23.4238 6.9689
H130 -11.6801 21.7596 7.2014
H131 -15.5191 23.1482 7.9559
H132 -14.9950 24.2536 8.9244

Summary:
HOMO-LUMO gap: 9.09 eV
total energy: -3467.76332 hartree
ΔE to the lowest compared entry with this formula, charge and spin: 14.6 kcal per mole
max |F|: 1.48 eV/A
SMILES: COC[C@H](C)N.COC[C@H](C)N.COC[C@H](C)N.COC[C@H](C)N.COC[C@H](C)N.COC[C@H](C)N.COC[C@H](C)N.COC[C@H](C)N.COC[C@H](C)N.COC[C@H](C)N.COC[C@H](C)N.COC[C@H](C)N
LUMO level: 0.27 eV